{"formula": "C21H25ClN2O2", "method": "the ωB97M-V functional and the def2-TZVPD basis", "elements": ["C", "O", "C", "H", "C", "H", "C", "H", "N", "H", "H", "C", "H", "Cl", "C", "C", "H", "H", "C", "C", "H", "C", "C", "N", "H", "C", "H", "H", "O", "C", "H", "C", "C", "H", "H", "H", "C", "H", "C", "H", "H", "C", "H", "C", "H", "H", "H", "C", "H", "H", "C"], "xyz": [[4.529557, -1.631019, -0.422183], [-0.558840, 3.113550, 1.281424], [4.088950, -0.548700, -1.164138], [-0.234254, -3.093337, -1.463992], [-1.128933, 4.044229, -1.623767], [-4.401789, -3.982445, 2.517114], [3.787914, 0.707687, 0.874742], [-1.821495, 1.957268, -3.274292], [-1.402414, 0.451339, -0.431138], [-3.057303, 1.233778, -2.247443], [3.380284, 1.459199, -1.087995], [-2.892761, -4.290919, 0.249494], [1.257446, 0.760986, 0.239602], [4.991954, -3.089225, -1.227662], [4.235634, -0.391228, 1.597476], [-3.294272, -3.127669, 0.898865], [-1.490732, -5.199973, -1.084161], [1.752797, 0.923791, 2.685612], [1.840462, 1.772422, 1.996621], [-0.711745, -0.706454, -0.474181], [-0.667293, 4.484992, -0.745462], [-2.537365, 2.160162, -2.480329], [-1.819882, 2.732136, -1.259025], [1.014162, 1.546959, 0.836978], [-4.546927, -2.224469, 2.388520], [4.610048, -1.558765, 0.958719], [4.028049, -0.617140, -2.238537], [3.905350, 2.124892, 2.478119], [0.479820, -0.739324, -0.755294], [-2.590633, -1.955270, 0.666864], [-2.884415, -1.059146, 1.197025], [-4.475195, -3.148965, 1.821179], [-0.108580, 2.232754, 0.576947], [-0.011327, 1.554670, -1.468978], [-3.266779, 2.875774, -2.851719], [-2.364103, 0.458918, -0.133084], [-0.790166, 1.736216, -0.717758], [4.293880, -0.334502, 2.674892], [3.310119, 1.943941, 1.582227], [-5.394637, -3.274031, 1.249137], [-0.363284, 3.874834, -2.378393], [-1.498901, -1.937718, -0.196644], [-1.854203, 4.749800, -2.021214], [3.721646, 0.612756, -0.510164], [4.958028, -2.408499, 1.525111], [1.468551, 2.672866, 2.491018], [3.394304, 2.810662, 0.925345], [-1.096612, -3.116622, -0.815786], [-3.439264, -5.207156, 0.421128], [-2.545887, 2.933022, -0.463866], [-1.798957, -4.287013, -0.596966]], "atomic_forces_ev_per_a": [[-0.056, 0.220, 0.078], [-0.250, 0.289, 0.186], [0.035, -0.147, 0.004], [0.088, 0.001, -0.040], [-0.107, -0.120, 0.260], [-0.048, -0.021, 0.083], [0.118, 0.151, -0.024], [0.069, -0.046, -0.138], [-0.180, 0.181, 0.072], [-0.073, -0.080, -0.074], [-0.044, 0.101, -0.054], [0.029, 0.100, 0.029], [-0.210, 0.120, -0.037], [0.062, -0.213, -0.119], [-0.014, 0.008, -0.089], [-0.006, -0.026, -0.017], [0.028, -0.070, -0.048], [0.011, 0.116, 0.023], [0.053, 0.284, 0.173], [-0.098, 0.116, -0.016], [0.056, 0.098, 0.024], [0.018, 0.033, 0.269], [0.173, -0.095, -0.116], [0.516, -0.237, 0.079], [-0.047, 0.035, 0.063], [-0.009, -0.068, -0.044], [0.002, -0.039, -0.099], [0.041, 0.041, -0.006], [0.104, -0.163, -0.171], [0.100, -0.039, -0.124], [-0.037, 0.075, 0.065], [-0.029, -0.027, -0.023], [-0.009, -0.226, -0.448], [-0.113, 0.043, 0.050], [-0.072, 0.051, -0.068], [0.031, -0.126, -0.084], [-0.046, 0.302, 0.121], [0.013, 0.009, 0.126], [-0.266, -0.141, 0.087], [-0.088, 0.008, 0.036], [0.089, -0.013, -0.149], [-0.013, -0.436, 0.041], [-0.039, 0.088, -0.075], [0.099, -0.021, 0.092], [0.038, -0.086, 0.019], [0.041, -0.154, 0.014], [0.019, 0.041, 0.039], [0.061, 0.228, 0.008], [-0.053, -0.103, 0.025], [0.037, -0.010, 0.010], [-0.023, -0.032, -0.010]], "lowdin_charge": [-0.677, 0.065, -0.098, 0.117, -0.059, 0.081, -0.247, 0.085, 0.130, 0.068, 0.118, -0.043, 0.097, 0.664, -0.035, -0.271, 0.106, 0.127, -0.155, -0.422, 0.072, -0.066, -0.380, 0.084, 0.075, -0.100, 0.107, 0.116, 0.051, 0.007, 0.115, -0.050, -0.441, 0.159, 0.079, 0.138, -0.204, 0.116, -0.130, 0.085, 0.085, -0.125, 0.080, -0.047, 0.104, 0.121, 0.119, -0.017, 0.114, 0.142, -0.063], "charge": 0, "smiles": "Cc1cccc(C(=O)N[C@H](C(=O)NCCc2ccc(Cl)cc2)C(C)C)c1", "spin_multiplicity": 1, "gap_ev": 9.50, "lumo_energy_ev": 0.7, "energy_ev": -41782.5274}

{"formula": "C21H25F6N2S", "method": "the ωB97M-V functional and the def2-TZVPD basis", "elements": ["C", "F", "H", "C", "H", "C", "H", "F", "H", "C", "F", "H", "C", "C", "C", "C", "C", "H", "C", "H", "H", "H", "F", "H", "S", "H", "C", "C", "H", "H", "H", "H", "H", "H", "H", "C", "C", "N", "C", "C", "H", "H", "H", "C", "H", "C", "C", "C", "C", "H", "H", "N", "F", "H", "F"], "xyz": [[3.716269, 1.255078, 0.494886], [4.762200, 2.332138, -2.029004], [4.694465, -0.643204, 0.812271], [-5.798344, 2.193410, 0.143837], [-6.517717, 0.485351, -2.983755], [-1.247152, -5.283121, 2.158838], [-3.007531, 2.143714, -1.255853], [-4.665623, 2.205810, 0.926417], [4.577891, 4.034191, 1.354953], [0.236128, -1.053656, -0.302991], [6.908178, 2.861281, -2.123187], [-2.162715, -4.682622, 2.194190], [5.829563, 2.808569, -1.299632], [3.756085, -0.162824, 0.527610], [-2.099793, -1.596774, -0.804224], [-6.010894, 0.824595, -0.440915], [4.806897, 3.042047, 1.769999], [0.379362, -2.133436, -0.251174], [-5.486850, 0.836205, -2.846109], [-1.331207, -6.019901, 1.352241], [-1.819145, -2.648669, -0.734829], [5.790336, 3.079198, 2.256441], [5.507869, 4.098228, -0.939314], [-7.020803, 0.808084, -0.867145], [0.111362, -4.146355, 1.809679], [2.471948, 2.992937, 0.159029], [2.613677, -0.887801, 0.278376], [2.510499, 1.899772, 0.134328], [-1.102950, -5.778124, 3.126035], [6.866252, 2.374090, 0.487739], [4.035804, 2.788590, 2.511538], [-5.877079, 0.106651, 0.377034], [2.624072, -1.973932, 0.379098], [1.536269, -6.027937, 1.338714], [-4.172139, -1.994508, -1.269174], [1.396429, -0.256184, -0.131203], [1.461478, -5.294312, 2.149103], [-5.057773, 0.523364, -1.503692], [-2.756505, 1.101649, -1.052138], [1.463617, 1.154897, -0.354260], [2.382186, -4.701518, 2.182921], [6.193213, 0.926489, -0.409145], [-4.822558, 0.335699, -3.564363], [6.024409, 1.954956, -0.075403], [-0.890824, 1.544513, -0.183460], [-1.087755, -0.613305, -0.557484], [-3.394395, -1.245150, -1.105870], [-3.755374, 0.120519, -1.235140], [-1.518109, 0.749375, -0.570380], [0.697856, 1.666799, -0.928510], [1.318013, -5.792368, 3.114726], [4.830831, 2.021100, 0.751797], [-5.606130, 3.130141, -0.847000], [-5.453597, 1.919331, -3.040078], [-6.840212, 2.616957, 0.913643]], "atomic_forces_ev_per_a": [[-0.326, -0.282, -0.181], [1.003, 0.466, 0.463], [-0.365, 0.044, -0.109], [0.349, 1.446, 0.416], [0.255, 0.023, -0.129], [-0.288, 0.127, -0.252], [-0.010, -0.261, 0.460], [-0.990, 0.192, -0.564], [0.119, -0.094, 0.226], [0.514, 0.725, -0.107], [-0.996, -0.141, 0.897], [0.133, -0.214, 0.020], [-0.630, 1.022, -1.236], [0.094, 0.132, -0.194], [0.711, -0.007, 0.060], [0.706, -0.465, -0.381], [-0.648, 0.750, 0.148], [-0.047, 0.127, 0.161], [0.329, 0.375, -0.500], [-0.030, 0.060, 0.281], [-0.059, 0.219, -0.095], [-0.313, -0.001, -0.023], [0.395, -1.160, -0.478], [0.166, -0.237, 0.256], [-0.014, -0.173, 0.353], [0.103, -0.419, -0.417], [0.012, -0.074, -0.096], [-0.163, -0.017, 0.019], [-0.014, 0.158, -0.245], [-0.022, -0.407, -0.167], [0.358, 0.110, -0.130], [-0.407, 0.095, -0.087], [-0.020, 0.267, 0.095], [0.043, 0.057, 0.287], [0.306, 0.174, 0.110], [0.153, -0.269, -0.494], [0.283, 0.103, -0.263], [-1.453, -0.334, 0.344], [-0.370, -0.250, -0.043], [-0.083, 0.295, 0.605], [-0.126, -0.223, 0.022], [0.307, 0.184, 0.069], [-0.318, 0.095, 0.134], [-0.345, -0.390, 0.410], [-0.149, -0.255, -0.160], [-1.070, 0.084, 0.260], [-0.613, 0.546, -0.060], [1.312, -0.182, 0.187], [0.391, -0.117, -0.251], [0.214, -0.144, 0.257], [0.018, 0.157, -0.240], [0.827, -0.482, 0.156], [-0.192, -0.732, 1.040], [-0.064, -0.232, -0.134], [1.023, -0.470, -0.703]], "lowdin_charge": [-0.207, 0.113, 0.131, -0.535, 0.096, -0.422, 0.134, 0.104, 0.091, 0.099, 0.141, 0.030, -0.530, 0.024, 0.010, -0.043, -0.036, 0.083, -0.045, 0.041, 0.121, 0.103, 0.112, 0.146, 0.704, 0.139, 0.017, 0.029, 0.043, 0.149, 0.106, 0.150, 0.124, 0.041, 0.132, -0.173, -0.424, -0.175, 0.027, 0.015, 0.026, 0.146, 0.101, -0.035, 0.105, -0.171, 0.029, -0.207, 0.014, 0.111, 0.043, -0.150, 0.106, 0.088, 0.130], "charge": 1, "spin_multiplicity": 1, "gap_ev": 5.78, "lumo_energy_ev": -5.3, "energy_ev": -52295.9427}

{"formula": "C21H25N3O2S", "method": "the ωB97M-V functional and the def2-TZVPD basis", "elements": ["C", "C", "C", "H", "H", "H", "C", "C", "C", "H", "H", "C", "C", "H", "H", "H", "C", "C", "C", "H", "H", "O", "H", "N", "C", "H", "H", "N", "H", "H", "H", "H", "C", "H", "C", "S", "C", "C", "H", "C", "H", "N", "C", "H", "H", "C", "H", "C", "C", "H", "H", "O"], "xyz": [[4.046498, 0.850124, -0.608289], [0.567587, 0.694947, -1.405841], [5.995416, -0.602961, 0.678850], [0.185037, 2.912321, 0.064908], [-4.611689, -3.183943, 0.366545], [7.316503, 0.979785, 0.110536], [3.747902, -0.378661, 0.016416], [-2.296885, 2.476120, 1.197175], [-2.744500, 1.406995, 0.203530], [-2.816521, -1.737166, 1.886326], [-2.355999, -2.868774, -2.205118], [-4.239837, -2.406049, -0.298907], [-0.546931, -2.477355, -1.137559], [0.113988, -2.729998, -1.952201], [-2.820632, 0.454659, 0.734887], [-4.043370, 2.695922, -0.947289], [5.338494, 1.359642, -0.580552], [0.066464, 1.948141, 0.590254], [-0.007816, -2.083068, 0.070303], [-2.245558, 3.444764, 0.693875], [6.781804, -1.153292, 1.173147], [2.324496, -3.072549, -0.606780], [-0.339184, -1.539608, 2.094344], [-0.385050, 0.908254, -0.323059], [-1.682851, 1.248930, -0.883727], [4.473936, -2.063881, 1.133952], [-0.985510, 1.163422, 2.282964], [2.391270, -0.593288, -0.191468], [-0.558974, 2.876418, 2.421984], [-4.713988, -1.469729, -0.009353], [0.232852, -0.174829, -1.980688], [5.566089, 2.300072, -1.055710], [-1.923011, -2.567163, -1.262511], [-4.536179, -2.649693, -1.315392], [-0.807402, -1.810292, 1.162189], [1.756827, -2.114092, 0.292154], [-4.095585, 1.746759, -0.418065], [6.300535, 0.615469, 0.070286], [1.043793, 1.658561, 0.982369], [-2.752293, -2.293722, -0.180616], [-4.858945, 1.828146, 0.352371], [2.900527, 1.350181, -1.179980], [1.961780, 0.491549, -0.931230], [-4.396850, 0.978059, -1.126339], [0.608693, 1.567230, -2.082713], [-2.178546, -1.922779, 1.034214], [-3.018154, 2.558203, 2.012523], [4.715368, -1.124960, 0.664631], [-0.921505, 2.106886, 1.738735], [-1.625334, 2.184743, -1.470473], [-1.975455, 0.442563, -1.562757], [2.048707, -2.231034, 1.687168]], "atomic_forces_ev_per_a": [[-0.085, -0.819, 0.433], [-0.314, 0.113, -0.110], [-0.051, -0.119, 0.039], [0.051, 0.011, 0.004], [-0.078, -0.042, 0.021], [0.075, 0.030, 0.003], [0.814, 0.495, -0.028], [0.079, -0.391, 0.110], [-0.100, 0.326, -0.202], [-0.042, 0.053, 0.093], [-0.034, -0.038, -0.080], [0.005, -0.021, 0.008], [0.121, -0.062, -0.114], [0.015, -0.046, -0.143], [0.003, 0.056, -0.016], [-0.029, 0.126, -0.083], [-0.096, -0.072, 0.025], [0.024, -0.053, 0.283], [0.680, -0.002, -0.004], [-0.041, 0.094, -0.039], [0.050, -0.055, 0.045], [-0.192, 0.174, -0.150], [-0.027, 0.062, 0.163], [0.157, 0.167, -0.081], [-0.187, -0.279, 0.182], [0.097, -0.089, 0.078], [0.034, -0.040, 0.096], [-0.123, -0.450, 0.381], [0.037, -0.042, 0.057], [-0.089, 0.070, 0.005], [0.012, 0.138, -0.056], [0.026, 0.111, -0.060], [0.042, 0.046, 0.040], [-0.069, -0.008, -0.053], [-0.078, -0.019, 0.200], [-0.245, -0.253, -0.214], [0.270, -0.146, 0.141], [0.110, 0.123, -0.037], [-0.005, 0.114, -0.011], [0.098, 0.015, 0.015], [-0.125, 0.023, 0.044], [-0.375, 0.195, -0.193], [-0.429, 0.328, -0.488], [-0.114, -0.076, -0.117], [0.039, -0.180, 0.064], [0.192, -0.155, -0.043], [-0.065, 0.067, -0.005], [0.101, -0.100, 0.080], [0.046, 0.267, -0.203], [-0.002, 0.017, -0.038], [-0.017, 0.053, -0.071], [-0.164, 0.287, 0.028]], "lowdin_charge": [-0.218, -0.121, -0.082, 0.134, 0.089, 0.099, -0.189, -0.172, -0.369, 0.124, 0.117, -0.034, -0.062, 0.121, 0.110, 0.081, -0.015, -0.182, -0.290, 0.121, 0.102, -0.257, 0.118, -0.149, -0.165, 0.102, 0.109, -0.019, 0.113, 0.076, 0.115, 0.109, -0.024, 0.079, -0.048, 0.737, -0.066, -0.095, 0.120, -0.266, 0.078, 0.186, -0.312, 0.070, 0.135, -0.043, 0.116, -0.017, -0.167, 0.136, 0.122, -0.262], "charge": 0, "smiles": "Cc1ccc(S(=O)(=O)n2c(CN3CCC[C@@H](C)C3)nc3ccccc32)cc1", "spin_multiplicity": 1, "gap_ev": 8.87, "lumo_energy_ev": 0.3, "energy_ev": -41583.5071}